1) Computed, not measured: 7 unconnected molecules or ions with the total composition H14O7, with the ωB97M-V functional and the def2-TZVPD basis.

Output
**Structure (SMILES)**: O.O.O.O.O.O.O
**Frontier orbital gap**: 10.11 eV
**Charge**: 0
**Spin multiplicity**: 1
**Highest occupied orbital energy**: -10.306 eV

Each line ends with the Mulliken charge.
Atoms and positions in Å:
O  -0.02984  -0.60347  0.22297  -0.588
H  0.62896  -0.56760  -0.45322  0.322
H  -0.79701  -0.19617  -0.27532  0.264
O  -3.07756  -2.54459  -0.08527  -0.637
H  -2.48087  -3.05913  0.50159  0.323
H  -2.84088  -3.05872  -0.94428  0.326
O  4.35706  -1.86918  -1.44567  -0.629
H  3.72199  -2.32116  -0.89624  0.308
H  4.22965  -0.90874  -1.14809  0.323
O  -3.59877  0.84112  1.24054  -0.705
H  -4.50177  0.74662  0.80124  0.386
H  -2.94136  0.34562  0.72157  0.289
O  3.49715  0.08716  2.54952  -0.643
H  2.89214  -0.74040  2.46345  0.329
H  3.10295  0.84747  2.14755  0.310
O  -3.99030  1.44779  -0.86272  -0.689
H  -3.52944  0.79982  -1.48338  0.320
H  -3.20707  1.68291  -0.35165  0.386
O  2.52362  2.99339  -0.85419  -0.631
H  3.17820  3.03636  -0.14152  0.324
H  2.86313  3.04092  -1.70688  0.309

=====

2) Computed, not measured: a molecular structure, H14O7, with the ωB97M-V functional and the def2-TZVPD basis.

Output
**Frontier orbital gap**: 7.62 eV
**Charge**: 0
**Spin multiplicity**: 1
**Highest occupied orbital energy**: -7.393 eV

Each line ends with the Mulliken charge.
Atoms and positions in Å:
H  -0.06031  -0.30846  -0.29197  0.343
H  1.27963  -0.52561  -0.57402  0.226
H  -0.01477  -2.61171  -0.40636  0.302
H  0.80953  -2.86641  -1.73695  0.241
H  -0.30206  0.41129  2.17095  0.266
H  -1.60809  -0.16769  1.64860  0.254
H  -2.22495  2.96411  0.44557  0.290
H  -3.25251  3.74048  -0.20361  0.314
H  2.60572  1.89951  -1.42906  0.313
H  2.31522  3.10162  -0.53580  0.316
H  3.61870  -0.35546  0.05683  0.305
H  4.51202  -0.80528  1.30378  0.294
H  -4.56613  -1.87502  -0.89858  0.329
H  -3.37427  -1.55425  0.06099  0.304
O  0.65116  -0.93318  -0.06649  -0.610
O  0.82510  -2.49431  -0.90173  -0.504
O  -0.78753  0.08987  1.39070  -0.523
O  -2.71107  2.94747  -0.30903  -0.601
O  2.83178  2.19682  -0.54738  -0.625
O  3.70470  -0.95328  0.77883  -0.600
O  -4.25189  -1.90052  0.04473  -0.634

=====

3) Computed, not measured: 7 unconnected molecules or ions with the total composition H14O7, with the ωB97M-V functional and the def2-TZVPD basis.

Output
**Structure (SMILES)**: O.O.O.O.O.O.O
**Frontier orbital gap**: 9.87 eV
**Charge**: 0
**Spin multiplicity**: 1
**Highest occupied orbital energy**: -9.792 eV

Each line ends with the Mulliken charge.
Atoms and positions in Å:
O  -0.68426  -2.09765  -1.55035  -0.635
H  -0.86579  -1.68757  -2.43908  0.287
H  -1.09708  -3.06622  -1.45705  0.294
O  -1.74964  2.49952  1.48712  -0.621
H  -2.16246  3.26677  1.85318  0.279
H  -1.26124  2.08870  2.15184  0.295
O  1.79667  0.55046  -2.59998  -0.606
H  1.49011  0.40925  -3.56935  0.297
H  1.01115  0.89823  -2.17514  0.318
O  1.77349  -2.00100  -0.04488  -0.635
H  0.99482  -1.82471  -0.42977  0.296
H  2.10991  -1.01059  0.16691  0.377
O  1.85171  0.67469  1.27232  -0.634
H  1.12754  0.93496  0.78320  0.394
H  1.69965  0.71910  2.23709  0.278
O  -0.21344  0.97489  -0.49425  -0.589
H  -0.72895  1.45066  0.11097  0.311
H  -0.43890  0.14143  -0.34938  0.272
O  -1.37615  -0.70101  1.50387  -0.545
H  -1.10773  -1.25891  2.37863  0.308
H  -2.16939  -0.96100  1.16412  0.259

=====

4) Computed, not measured: 7 unconnected molecules or ions with the total composition H14O7, with the ωB97M-V functional and the def2-TZVPD basis.

Output
**Structure (SMILES)**: O.O.O.O.O.O.O
**Frontier orbital gap**: 10.15 eV
**Charge**: 0
**Spin multiplicity**: 1
**Highest occupied orbital energy**: -10.503 eV

Each line ends with the Mulliken charge.
Atoms and positions in Å:
O  -2.43542  1.58626  -0.85871  -0.673
H  -2.39129  0.81337  -1.38312  0.340
H  -2.24162  2.30601  -1.47583  0.349
O  -0.67453  -2.71736  -0.23458  -0.683
H  -1.47828  -3.20764  -0.16394  0.276
H  -0.56903  -2.87075  -1.16142  0.339
O  1.82739  -3.61715  0.77675  -0.623
H  2.61943  -3.08768  0.64329  0.324
H  1.12999  -2.97193  0.56015  0.322
O  -0.27855  0.14236  -0.18311  -0.863
H  -1.05960  0.67036  -0.32684  0.369
H  -0.54926  -0.77907  -0.34037  0.365
O  0.40364  3.49414  0.93916  -0.644
H  0.53659  3.06853  0.11224  0.408
H  0.49729  2.93491  1.69169  0.291
O  0.90772  -0.58536  2.50186  -0.632
H  1.62563  -0.74079  1.90304  0.283
H  0.25061  -0.21471  1.83836  0.362
O  0.63627  2.23877  -1.43821  -0.701
H  0.99318  2.11617  -2.28040  0.278
H  0.24985  1.42156  -1.12001  0.513

=====

Stability, highest: 4)

=====

1) Computed, not measured: 7 unconnected molecules or ions with the total composition H14O7, with the ωB97M-V functional and the def2-TZVPD basis.

Output
**Structure (SMILES)**: O.O.O.O.O.O.O
**Frontier orbital gap**: 11.88 eV
**Charge**: 0
**Spin multiplicity**: 1
**Highest occupied orbital energy**: -11.425 eV

Each line ends with the Mulliken charge.
Atoms and positions in Å:
O  4.49085  0.20898  -0.25658  -0.633
H  4.31564  -0.61007  -0.71994  0.317
H  5.43984  0.21576  -0.13166  0.317
O  -0.60766  -0.30874  -0.34691  -0.645
H  -0.25570  -0.79421  0.39920  0.318
H  -0.08966  0.49567  -0.37575  0.329
O  -0.86433  -5.51151  2.36223  -0.638
H  -0.14714  -5.58189  2.99224  0.319
H  -1.53009  -6.11730  2.68783  0.319
O  0.87292  0.63026  -4.68370  -0.640
H  0.37238  0.38060  -3.90693  0.324
H  1.56103  -0.03193  -4.74886  0.314
O  -0.28340  4.43303  0.47636  -0.637
H  -0.92126  4.08780  1.10101  0.317
H  -0.77572  4.53405  -0.33829  0.319
O  1.58776  1.83780  4.42331  -0.637
H  1.27867  2.53670  4.99971  0.319
H  1.80808  1.11847  5.01513  0.318
O  -5.52901  -0.88209  -2.98809  -0.635
H  -5.36006  -0.33184  -2.22330  0.317
H  -5.36312  -0.30955  -3.73704  0.318

=====

2) Computed, not measured: 7 unconnected molecules or ions with the total composition H14O7, with the ωB97M-V functional and the def2-TZVPD basis.

Output
**Structure (SMILES)**: O.O.O.O.O.O.O
**Frontier orbital gap**: 10.30 eV
**Charge**: 0
**Spin multiplicity**: 1
**Highest occupied orbital energy**: -10.183 eV

Each line ends with the Mulliken charge.
Atoms and positions in Å:
O  -0.33365  -0.04992  1.75497  -0.668
H  0.47369  0.47612  1.77677  0.292
H  -0.08368  -0.84307  1.26772  0.345
O  1.25789  1.34430  4.07811  -0.631
H  0.76412  0.60938  3.69722  0.343
H  2.00417  1.46076  3.47937  0.314
O  -1.39055  3.98203  -0.22196  -0.667
H  -1.91902  3.23520  0.08127  0.318
H  -1.29334  4.53421  0.56202  0.337
O  1.25916  -3.76279  -1.69282  -0.570
H  1.48965  -3.26839  -0.89819  0.272
H  1.38387  -4.68448  -1.43998  0.288
O  -1.56583  -2.85688  -0.72089  -0.580
H  -1.70320  -2.18619  -1.39934  0.301
H  -2.45301  -3.04610  -0.39516  0.300
O  0.06704  -2.04604  -2.92154  -0.570
H  0.08366  -1.25861  -3.47712  0.291
H  -0.85520  -2.32563  -2.93856  0.271
O  0.85744  3.47191  -0.17224  -0.631
H  0.57707  3.96329  -0.95257  0.330
H  0.31921  2.67260  -0.19252  0.313

=====

Stability, highest: 1)

=====

1) Computed, not measured: 7 unconnected molecules or ions with the total composition H14O7, with the ωB97M-V functional and the def2-TZVPD basis.

Output
**Structure (SMILES)**: O.O.O.O.O.O.O
**Frontier orbital gap**: 11.36 eV
**Charge**: 0
**Spin multiplicity**: 1
**Highest occupied orbital energy**: -11.419 eV

Each line ends with the Mulliken charge.
Atoms and positions in Å:
O  2.16390  2.83022  22.90913  -0.615
H  1.81116  2.65300  23.78114  0.300
H  2.53948  3.70811  22.97604  0.321
O  1.41828  -0.38895  27.21251  -0.628
H  1.24065  0.44063  27.65577  0.310
H  2.36994  -0.40808  27.11143  0.318
O  0.73884  6.83431  20.72762  -0.634
H  0.94830  6.39300  19.90444  0.321
H  -0.21632  6.89665  20.73022  0.317
O  3.22349  4.87851  27.48000  -0.638
H  2.78146  4.20422  27.99592  0.313
H  4.14005  4.60326  27.46029  0.324
O  3.41065  3.67598  18.94315  -0.641
H  4.32447  3.81025  19.19445  0.318
H  2.97985  3.38966  19.74855  0.322
O  3.10016  9.41515  23.64493  -0.638
H  2.88901  9.46347  24.57730  0.321
H  2.48023  8.77734  23.29122  0.313
O  -1.19259  0.64810  20.69409  -0.639
H  -0.84518  -0.14017  20.27676  0.319
H  -0.41994  1.18173  20.87980  0.317

=====

2) Computed, not measured: 7 unconnected molecules or ions with the total composition H14O7, with the ωB97M-V functional and the def2-TZVPD basis.

Output
**Structure (SMILES)**: O.O.O.O.O.O.O
**Frontier orbital gap**: 10.64 eV
**Charge**: 0
**Spin multiplicity**: 1
**Highest occupied orbital energy**: -11.059 eV

Each line ends with the Mulliken charge.
Atoms and positions in Å:
O  -0.11211  -0.52618  -0.86658  -0.615
H  -0.26693  -0.27542  0.04440  0.307
H  -0.66107  0.07658  -1.49069  0.317
O  2.66239  -2.10035  -1.87400  -0.593
H  2.34847  -2.67915  -1.12951  0.273
H  2.18283  -1.28355  -1.62802  0.315
O  -4.78442  0.64953  -0.28244  -0.591
H  -3.86950  0.85413  -0.39332  0.299
H  -5.12494  0.55163  -1.09844  0.292
O  0.01759  4.11357  -1.28378  -0.651
H  -0.15480  4.14667  -0.25692  0.342
H  0.72259  3.41529  -1.26681  0.311
O  2.32910  3.20750  2.00342  -0.646
H  3.00347  3.66704  1.48118  0.330
H  2.45283  2.28374  1.69397  0.314
O  -4.04294  -2.85855  1.01684  -0.626
H  -4.10940  -2.04792  1.54740  0.319
H  -4.18899  -3.58158  1.59854  0.306
O  4.07190  -2.85677  0.65742  -0.613
H  4.39455  -1.91674  0.96222  0.328
H  3.12939  -2.83946  0.56509  0.281

=====

Stability, highest: 1)

=====

1) Computed, not measured: 7 unconnected molecules or ions with the total composition H14O7, with the ωB97M-V functional and the def2-TZVPD basis.

Output
**Structure (SMILES)**: O.O.O.O.O.O.O
**Frontier orbital gap**: 10.86 eV
**Charge**: 0
**Spin multiplicity**: 1
**Highest occupied orbital energy**: -10.825 eV

Each line ends with the Mulliken charge.
Atoms and positions in Å:
O  -1.05303  0.68096  -2.09552  -0.706
H  -1.05424  1.48612  -2.61112  0.296
H  -0.18858  0.28512  -2.16330  0.358
O  2.75034  2.17855  1.90027  -0.649
H  1.89677  2.00220  1.50376  0.323
H  3.02603  1.33128  2.26768  0.316
O  1.69929  -2.52542  0.32844  -0.679
H  1.04294  -2.20766  0.96876  0.323
H  1.93211  -3.40279  0.63171  0.311
O  -3.82369  -0.26664  -1.72964  -0.634
H  -4.16966  -0.99440  -2.25291  0.324
H  -2.91229  -0.15578  -2.03522  0.352
O  -0.20143  0.51943  0.62434  -0.683
H  0.43014  0.13859  0.01931  0.347
H  -0.96255  0.63695  0.03380  0.361
O  1.32901  -0.63409  -1.69947  -0.658
H  2.21182  -0.26730  -1.78179  0.301
H  1.44304  -1.42380  -1.13845  0.332
O  -1.46672  0.73150  3.22894  -0.628
H  -0.79795  1.23825  3.66696  0.298
H  -1.13136  0.64894  2.33344  0.395

=====

2) Computed, not measured: 7 unconnected molecules or ions with the total composition H14O7, with the ωB97M-V functional and the def2-TZVPD basis.

Output
**Structure (SMILES)**: O.O.O.O.O.O.O
**Frontier orbital gap**: 11.45 eV
**Charge**: 0
**Spin multiplicity**: 1
**Highest occupied orbital energy**: -11.099 eV

Each line ends with the Mulliken charge.
Atoms and positions in Å:
O  0.65830  -1.51987  -1.20938  -0.788
H  1.08343  -1.49853  -0.33089  0.378
H  -0.22865  -1.90916  -0.99693  0.460
O  -1.00842  1.96001  0.12971  -0.758
H  -0.73841  1.57909  -0.75047  0.420
H  -1.45285  2.85053  -0.08337  0.296
O  1.78017  1.77279  0.37809  -0.809
H  1.63399  1.60353  -0.58012  0.381
H  0.88790  2.11533  0.60913  0.419
O  1.34306  -0.72077  1.31407  -0.785
H  2.02193  -1.01985  1.94148  0.297
H  1.65092  0.18594  0.99176  0.439
O  -1.42376  -0.39467  1.66780  -0.780
H  -1.40327  0.46064  1.21003  0.424
H  -0.47500  -0.59241  1.75655  0.435
O  0.44959  0.94815  -1.87708  -0.789
H  0.51969  -0.03332  -1.64032  0.490
H  0.48063  0.93510  -2.85129  0.288
O  -1.76122  -2.19679  -0.26732  -0.768
H  -2.49854  -1.90150  -0.84053  0.316
H  -1.78356  -1.56616  0.47787  0.434

=====

3) Computed, not measured: a molecular structure, H14O7, with the ωB97M-V functional and the def2-TZVPD basis.

Output
**Frontier orbital gap**: 8.49 eV
**Charge**: 0
**Spin multiplicity**: 1
**Highest occupied orbital energy**: -8.760 eV

Each line ends with the Mulliken charge.
Atoms and positions in Å:
O  2.06734  -0.48107  1.64264  -0.650
H  2.06569  -1.24559  2.21861  0.237
H  1.75045  -0.81281  0.80255  0.395
O  -1.66645  1.54173  -1.06012  -0.629
H  -2.48148  1.50072  -1.56039  0.266
H  -1.85526  1.06143  -0.25396  0.504
O  -0.53775  -2.17385  -0.56330  -0.626
H  0.18841  -2.50123  -1.09409  0.299
H  -0.19446  -2.15924  0.33011  0.353
O  1.47208  -0.46289  -0.39084  -0.707
H  1.87593  -1.23981  -0.77752  0.309
H  0.56575  -0.48551  -0.69789  0.299
O  1.12759  1.50793  -1.24604  -0.708
H  2.05028  1.57299  -1.49230  0.250
H  1.06903  0.69255  -0.74808  0.732
O  -0.25371  0.36739  -0.03609  -1.037
H  0.05500  -0.26507  0.61269  0.080
H  -1.07238  0.70435  0.32788  0.481
O  -1.88574  0.80372  1.02475  -0.484
H  -2.59419  0.41249  1.53588  0.309
H  -1.74615  1.66170  1.42551  0.328

=====

Stability, highest: 2)